13
Properties=species:S:1:pos:R:3 method="wB97M-V/def2-TZVPD" lumo_energy_ev="-10.9878 / -10.1267" total_energy_ha=-859.91045 homo_lumo_gap_ev="6.346 / 9.765" relative_energy_kj_mol=96.9 multiplicity=4 charge=+2 e_homo_ev="-17.33 / -19.89"
O -2.89 1.62 0.31
Pr -2.19 -0.45 0.44
C 1.17 -1.30 1.17
O 0.24 -0.56 0.38
C 0.82 0.24 -0.64
C -0.29 0.50 -1.64
O -0.64 1.41 -2.28
H 0.60 -2.03 1.74
H 1.89 -1.81 0.51
H 1.70 -0.62 1.85
H 1.64 -0.30 -1.15
H 1.18 1.20 -0.24
H -3.23 2.09 -0.46

9
Properties=species:S:1:pos:R:3 method="wB97M-V/def2-TZVPD" lumo_energy_ev=0.8145 total_energy_ha=-229.29047 smiles=O.O.O homo_lumo_gap_ev=11.965 relative_energy_kj_mol=90.9 e_homo_ev=-11.15
O -0.75 1.92 0.82
H -0.65 0.92 1.06
H -1.17 2.34 1.56
O 1.78 -0.30 -1.45
H 2.53 -0.24 -1.94
H 2.05 -0.06 -0.62
O -1.07 -1.56 0.62
H -0.51 -1.77 -0.06
H -1.89 -1.61 0.10

30
Properties=species:S:1:pos:R:3 method="wB97M-V/def2-TZVPD" lumo_energy_ev=3.8814 total_energy_ha=-4612.90425 homo_lumo_gap_ev=7.012 relative_energy_kj_mol=0.0 charge=-2 e_homo_ev=-3.13
Pd 0.04 0.22 0.38
O -2.66 -1.17 2.92
P -2.29 0.26 2.27
O -3.22 1.30 2.75
O -0.79 0.48 2.35
O -2.54 -0.05 0.66
P -2.12 -1.49 0.01
O -2.25 -1.15 -1.55
O -3.14 -2.49 0.42
O -0.65 -1.72 0.38
H -2.96 -1.82 2.26
H -1.76 -0.33 -1.75
Br 3.89 -0.05 -6.16
C 4.31 -0.02 -4.30
C 5.64 0.04 -3.92
C 5.94 0.06 -2.56
C 4.93 0.02 -1.62
C 3.60 -0.03 -2.02
C 3.28 -0.05 -3.37
C 2.50 -0.06 -0.97
O 1.31 -0.05 -1.44
O 2.84 -0.10 0.22
H 6.42 0.07 -4.67
H 6.98 0.10 -2.25
H 5.13 0.03 -0.56
H 2.24 -0.08 -3.66
O 0.09 3.80 -1.24
N -0.20 2.66 -0.91
O 0.41 2.18 0.13
O -0.86 1.90 -1.62